1.
C48H37Br2Cl2N3O2P2PbTe as an isolated structure, computed with ωB97M-V/def2-TZVPD.

Last column: Löwdin charge in e.
Positions of all 98 atoms, in Å:
Pb -1.60092 0.08081 -1.13000  1.203
Te 2.34372 -1.02389 2.61466  1.224
C 3.30066 0.81276 3.12760  -0.555
C 3.98166 1.57531 2.18784  -0.134
C 4.44416 2.83173 2.55424  -0.152
N 4.28878 3.35469 3.77009  0.059
C 3.66065 2.60377 4.67224  -0.154
C 3.15171 1.34010 4.40291  -0.138
C 0.88745 -0.30882 1.31079  -1.049
P -0.65379 0.43969 1.71623  0.810
C -0.50720 2.24653 2.00820  -0.373
C 0.72052 2.89324 2.10638  -0.086
C 0.78493 4.27093 2.26610  -0.071
C -0.38371 5.01888 2.32069  -0.098
C -1.61383 4.38693 2.19706  -0.091
C -1.67234 3.01064 2.03338  -0.105
C -1.10426 -0.24754 3.34028  -0.397
C -1.44583 -1.60021 3.38766  -0.128
C -1.74631 -2.21154 4.59316  -0.083
C -1.71607 -1.47228 5.77010  -0.089
C -1.38270 -0.12715 5.73130  -0.082
C -1.07671 0.48563 4.52179  -0.080
P 1.07865 -0.35092 -0.40571  0.765
C 2.39053 0.76626 -0.97721  -0.339
C 3.69858 0.35663 -1.23428  -0.114
C 4.67349 1.29323 -1.54961  -0.087
C 4.35394 2.64459 -1.58943  -0.083
C 3.06023 3.06131 -1.30615  -0.063
C 2.08133 2.12677 -1.00132  -0.095
C 1.45628 -2.01050 -1.01583  -0.317
C 0.60311 -3.06059 -0.34508  -0.305
C 1.00051 -4.52952 -0.58572  -0.221
C 1.59966 -4.72439 -1.95365  -0.040
C 2.10950 -3.70720 -2.64570  -0.061
C 2.11265 -2.33265 -2.13575  -0.081
H 4.12880 1.22419 1.17527  0.075
H 4.95886 3.45065 1.82653  0.104
H 3.54211 3.03882 5.65903  0.102
H 2.61841 0.79516 5.17202  0.087
H 1.63371 2.31986 2.03033  0.067
H 1.75060 4.75535 2.34707  0.103
H -0.33504 6.09382 2.44194  0.101
H -2.52782 4.96733 2.20772  0.102
H -2.63694 2.52760 1.90657  0.101
H -1.45885 -2.18054 2.46918  0.091
H -2.00393 -3.26308 4.61777  0.101
H -1.95009 -1.94624 6.71477  0.100
H -1.35493 0.45046 6.64682  0.102
H -0.81111 1.53567 4.49693  0.104
H 3.95919 -0.69212 -1.16451  0.098
H 5.68691 0.96869 -1.75052  0.104
H 5.11807 3.37342 -1.82894  0.103
H 2.80948 4.11491 -1.31720  0.104
H 1.07870 2.45236 -0.74972  0.078
H 0.53408 -2.84732 0.72480  0.099
H 1.67847 -4.91629 0.17874  0.153
H 1.65232 -5.73293 -2.34613  0.109
H 2.56743 -3.89339 -3.60979  0.105
H 2.65158 -1.58152 -2.69924  0.098
Br -0.55874 5.17609 -1.65149  0.802
C -0.35545 3.90851 -3.03101  -0.607
C 0.13249 4.31978 -4.28147  -0.167
C 0.33922 3.41546 -5.27984  -0.630
Br 0.99973 4.02397 -6.95164  0.761
C 0.08213 2.03884 -5.07265  -0.184
C 0.29023 1.02697 -6.03498  -0.026
C 0.03166 -0.27785 -5.72314  -0.043
C -0.43652 -0.58810 -4.43751  -0.131
N -0.64940 0.32693 -3.52368  0.002
C -0.40849 1.63443 -3.80776  -0.145
C -0.65916 2.58687 -2.74988  -0.446
O -1.10049 2.20437 -1.58879  -0.344
H 0.34800 5.36723 -4.44038  0.096
H 0.66068 1.29832 -7.01398  0.078
H 0.18775 -1.06803 -6.44433  0.106
H -0.63548 -1.61580 -4.14889  0.112
Cl -0.79027 -5.40138 1.30037  0.704
C -0.37748 -5.20547 -0.47703  -0.638
C -0.61914 -6.52326 -1.12080  -0.102
C -1.74265 -6.72571 -1.80948  -0.058
C -2.76247 -5.68952 -1.98373  -0.070
C -2.55133 -4.43411 -1.57843  -0.596
Cl -3.70625 -3.17598 -1.82916  0.710
C -1.26777 -4.09146 -0.98676  -0.336
N -0.76497 -2.93204 -0.89103  0.148
H 0.09973 -7.31664 -0.96046  0.123
H -1.93980 -7.69603 -2.24644  0.111
H -3.69197 -5.95096 -2.47131  0.111
C -4.40921 -0.77105 1.27494  -0.029
C -5.13565 0.12789 0.30290  -0.492
C -6.62888 0.30827 0.45084  -0.012
O -4.54464 0.69444 -0.59269  -0.037
H -5.07693 -1.27133 1.97221  0.081
H -3.68307 -0.17914 1.83662  0.063
H -3.84144 -1.51676 0.71398  0.049
H -7.00780 -0.05731 1.40226  0.074
H -7.11821 -0.23979 -0.35724  0.092
H -6.87693 1.36122 0.32514  0.088

The maximum force comes out at 0.0071 hartree/bohr. Its LUMO energy is -1.00 eV. The calculation puts the orbital gap at 0.22213 Eh. The value obtained for the calculated total energy is -9378.05761 hartree.

2.
C28H37IrN2O2SSb2 as an isolated structure in a non-equilibrium geometry, computed with ωB97M-V/def2-TZVPD.

Last column: Löwdin spin population.
Positions of all 73 atoms, in Å:
Ir -0.82089 -0.05944 -0.59138  -0.001
C 2.42504 0.24835 1.40487  0.000
Sb 1.03244 1.43559 0.36020  0.000
C 0.66003 3.07599 1.65579  0.000
C 2.13981 2.28940 -1.28365  0.000
C 3.40567 1.50102 -1.45558  0.000
C 4.55618 1.89928 -0.77830  0.000
C 5.71755 1.14446 -0.83281  0.000
C 5.73280 -0.03142 -1.55824  0.000
C 4.59725 -0.42355 -2.25423  0.000
C 3.43385 0.33988 -2.22811  0.000
C 2.27316 -0.06614 -3.10053  0.000
Sb 0.72228 -1.27842 -2.22796  0.000
C -0.22729 -1.92818 -4.00964  0.000
C 1.70655 -2.96861 -1.45222  0.000
H 3.40598 0.70830 1.29926  0.000
H 2.43060 -0.76157 1.00698  0.000
H 2.13484 0.22265 2.45449  0.000
H 1.60814 3.27943 2.15270  0.000
H -0.09790 2.83544 2.39784  0.000
H 0.34699 3.94229 1.07710  0.000
H 2.30782 3.33210 -1.01542  0.000
H 1.47043 2.25220 -2.14047  0.000
H 4.54276 2.82338 -0.20953  0.000
H 6.60963 1.47751 -0.32059  0.000
H 6.63440 -0.62609 -1.60726  0.000
H 4.62898 -1.32003 -2.86400  0.000
H 2.60469 -0.71065 -3.91662  0.000
H 1.74918 0.77949 -3.54507  0.000
H 0.53169 -2.43527 -4.60470  0.000
H -0.60439 -1.06967 -4.56170  0.000
H -1.03602 -2.62466 -3.79618  0.000
H 2.19818 -3.45270 -2.29541  0.000
H 0.98307 -3.64193 -0.99898  0.000
H 2.44480 -2.65874 -0.71644  0.000
N -4.85406 3.44093 -5.24166  0.000
C -4.77669 3.52797 -3.92758  0.000
S -5.80818 4.39200 -2.96902  0.000
C -3.72092 2.73022 -3.23720  0.000
C -3.44817 1.41575 -3.60410  0.000
C -2.51970 0.69395 -2.88095  0.000
N -1.85696 1.20454 -1.82635  0.000
C -2.10495 2.48791 -1.48959  0.000
C -3.02384 3.26794 -2.15491  0.000
H -5.57973 3.94075 -5.73994  0.000
H -4.13900 2.98790 -5.79223  0.000
H -3.97310 0.93081 -4.41676  0.000
H -2.30794 -0.33648 -3.13168  0.000
H -1.54794 2.88015 -0.65025  0.000
H -3.20230 4.28670 -1.83847  0.000
C -1.79370 -1.55620 7.01506  0.052
C -1.53625 -1.72319 5.57023  0.224
C -0.51878 -2.59796 5.12718  0.044
C -0.28205 -2.79674 3.79681  0.067
C 0.71774 -3.79817 3.31737  0.006
C -1.05242 -2.02385 2.86073  0.295
C -2.11605 -1.16780 3.27242  0.044
C -2.98858 -0.50396 2.24945  -0.001
C -2.32139 -1.01157 4.60966  0.105
C -0.81856 -2.25732 1.39973  0.011
O -1.34690 -3.26261 0.99021  0.096
O -0.05822 -1.45070 0.71464  0.016
H -1.71386 -2.50847 7.54214  0.010
H -2.75491 -1.09224 7.22060  0.001
H -1.00888 -0.91374 7.43783  0.024
H 0.05512 -3.14436 5.86564  0.000
H 1.46819 -3.99566 4.07919  0.001
H 1.21492 -3.47808 2.40144  0.001
H 0.20668 -4.73819 3.09294  0.003
H -3.56232 -1.25042 1.69641  0.000
H -2.38269 0.05581 1.51948  0.000
H -3.68140 0.19740 2.70820  0.000
H -3.11052 -0.36268 4.96911  0.003

The maximum force comes out at 0.0297 hartree/bohr. Its LUMO energy (alpha / beta) is -10.47 / -11.27 eV. The calculation puts the orbital gap (alpha / beta) at 0.16210 / 0.13259 Eh. The multiplicity is 2. The value obtained for the energy above the lowest of the compared OMol25 structures with the same formula, charge and spin is 174.8 kJ/mol. The value obtained for the calculated total energy is -2331.15131 hartree. As for the charge: +3.

3.
C49H47N4O4P2W as an isolated structure in a non-equilibrium geometry, computed with ωB97M-V/def2-TZVPD.

Last column: Löwdin charge in e.
Positions of all 107 atoms, in Å:
W -0.43422 -0.63389 0.86051  1.693
C -1.91791 3.55012 0.67641  -0.058
O -3.06127 3.23620 1.45356  -0.054
C -3.02669 2.28833 2.42331  -0.218
C -4.04883 2.38949 3.35817  0.017
C -4.17989 1.49531 4.40947  -0.058
C -3.25827 0.47961 4.54657  -0.030
C -2.24497 0.33045 3.59892  -0.140
C -1.23151 -0.67655 3.84115  -0.012
N -0.42138 -1.06109 2.93715  -0.127
N 0.72046 -1.80504 3.25955  0.114
C 1.68710 -1.27640 2.54931  -0.441
O 1.45827 -0.24246 1.77802  -0.220
C 3.02316 -1.89467 2.60107  -0.160
C 4.00253 -1.42939 1.73023  -0.018
C 5.24971 -2.03657 1.70234  -0.065
C 5.51436 -3.10655 2.54390  -0.071
C 4.53948 -3.56176 3.42619  -0.067
C 3.29519 -2.95845 3.45891  -0.022
C -2.12052 1.21654 2.50853  -0.224
O -1.13474 1.06643 1.59013  -0.298
H -2.15817 4.48575 0.17578  0.107
H -1.73094 2.77997 -0.07030  0.044
H -1.03315 3.68546 1.30002  0.095
H -4.74844 3.20533 3.23008  0.131
H -4.98284 1.61323 5.12305  0.112
H -3.30947 -0.21175 5.37754  0.120
H -1.07891 -1.06014 4.84774  0.153
H 3.77357 -0.59590 1.07836  0.091
H 6.01196 -1.67621 1.02427  0.106
H 6.48284 -3.58818 2.51692  0.107
H 4.75312 -4.39173 4.08591  0.108
H 2.52889 -3.30426 4.13877  0.111
C 0.58126 3.17064 -1.76655  -0.131
N 0.74055 1.71677 -1.61449  -0.488
P 2.19457 0.97310 -1.00430  1.044
C 3.34345 1.22611 -2.39808  -0.378
C 3.77500 0.09489 -3.08468  -0.118
C 4.57381 0.21076 -4.21492  -0.073
C 4.94715 1.46668 -4.66649  -0.070
C 4.54177 2.60369 -3.97569  -0.067
C 3.74946 2.48505 -2.84627  -0.097
C 2.80247 2.16980 0.21876  -0.382
C 1.92462 2.71227 1.15739  -0.124
C 2.39229 3.52483 2.17488  -0.063
C 3.75316 3.78276 2.28884  -0.070
C 4.63819 3.22152 1.38260  -0.067
C 4.16602 2.41884 0.35157  -0.093
P -0.55444 0.63764 -1.48888  0.939
C -1.97883 1.27709 -2.39957  -0.332
C -3.22097 0.72559 -2.11863  -0.093
C -4.30349 0.98296 -2.94705  -0.051
C -4.14132 1.78954 -4.06188  -0.057
C -2.90001 2.34727 -4.34171  -0.054
C -1.81456 2.09191 -3.52093  -0.077
C -0.14362 -0.68154 -2.69689  -0.349
C -0.75674 -1.92797 -2.61021  -0.119
C -0.58554 -2.86134 -3.62031  -0.069
C 0.19221 -2.55400 -4.72937  -0.064
C 0.79246 -1.30732 -4.82627  -0.061
C 0.61658 -0.36943 -3.81890  -0.097
H 0.92805 3.49624 -2.75008  0.082
H 1.16178 3.69553 -1.00972  0.074
H -0.46016 3.46362 -1.65925  0.060
H 3.47815 -0.88724 -2.73431  0.093
H 4.89745 -0.67716 -4.74178  0.108
H 5.55769 1.56380 -5.55447  0.109
H 4.84737 3.58345 -4.31868  0.109
H 3.45764 3.37611 -2.30327  0.106
H 0.86589 2.48470 1.10487  0.070
H 1.69793 3.94492 2.89131  0.109
H 4.12053 4.41380 3.08707  0.108
H 5.70058 3.40253 1.47645  0.109
H 4.87081 1.99288 -0.35202  0.106
H -3.34155 0.07751 -1.26237  0.052
H -5.26731 0.54427 -2.72577  0.110
H -4.97740 1.97527 -4.72250  0.112
H -2.77128 2.97340 -5.21443  0.113
H -0.85240 2.51594 -3.76790  0.096
H -1.37693 -2.17992 -1.75617  0.093
H -1.06587 -3.82828 -3.54492  0.112
H 0.32246 -3.28178 -5.51900  0.110
H 1.39017 -1.05528 -5.69251  0.111
H 1.08228 0.60365 -3.90540  0.099
C 1.31569 -3.02362 -0.46373  -0.092
O 0.56135 -1.98587 0.10673  -0.463
H 1.93555 -3.46368 0.31926  0.098
H 1.95534 -2.60260 -1.24133  0.088
H 0.65473 -3.77680 -0.89468  0.089
C -1.50406 -4.02316 2.02002  -0.034
C -2.85099 -3.35901 1.96179  -0.204
C -3.93043 -4.00149 2.56011  -0.041
C -5.19417 -3.44309 2.54366  -0.058
C -5.40351 -2.22757 1.91131  -0.039
C -4.36359 -1.54646 1.29546  -0.198
C -4.67218 -0.26876 0.57474  -0.032
C -3.08207 -2.11891 1.34608  -0.226
N -1.97523 -1.43554 0.81362  -0.097
H -1.58427 -5.05211 1.66653  0.093
H -1.12980 -4.05373 3.04499  0.088
H -0.75585 -3.52076 1.41775  0.034
H -3.76654 -4.96100 3.03531  0.120
H -6.02026 -3.95922 3.01410  0.111
H -6.39638 -1.79548 1.88441  0.120
H -5.15089 -0.48520 -0.38344  0.089
H -3.78637 0.32913 0.38390  0.041
H -5.36600 0.33761 1.15471  0.097

The maximum force comes out at 0.0268 hartree/bohr. Its LUMO energy is -3.18 eV. The calculation puts the orbital gap at 0.27641 Eh. The value obtained for the energy above the lowest of the compared OMol25 structures with the same formula, charge and spin is 189.6 kJ/mol. The value obtained for the calculated total energy is -3165.07304 hartree. As for the charge: +1.